Computed, not measured: a 8-piece molecular cluster, C45H86BrClO12S overall at a distorted geometry, with ωB97M-V/def2-TZVPD.

Structure (XYZ):
```
146
Properties=species:S:1:pos:R:3:forces:R:3:lowdin_charge:R:1
C 3.192176 -3.246992 -1.409006 -0.1926 -0.1461 -0.4831 -0.107
C 2.840485 -1.806741 -1.826426 -0.9252 -0.3481 -0.1637 -0.230
C 1.429046 -1.430928 -1.232188 1.3618 -0.0980 -0.4643 -0.188
C 1.299408 0.107040 -1.124823 -0.4149 -0.4740 -0.1745 -0.258
C 1.064186 0.605278 -2.588999 0.2587 0.8865 0.2150 -0.042
C 0.291536 0.735061 -0.063256 0.2344 0.3518 -0.4363 -0.273
C 0.100687 2.207246 -0.622501 0.0356 0.3042 1.1967 -0.022
C -0.404876 3.275350 0.342181 1.2275 0.0495 0.1749 -0.530
O -1.483384 3.728521 0.232825 -2.7136 0.6420 -0.5441 0.136
O 0.409173 3.810831 1.304881 0.4548 -1.1904 -0.0336 0.086
C 0.996173 0.924263 1.332337 1.7195 -1.2898 -0.2691 -0.283
C 1.994819 -0.227400 1.801763 0.0051 1.0611 0.8206 -0.538
Br 1.925790 -0.326010 3.803496 -0.0022 -0.4904 -0.3416 0.781
C 3.482735 0.117538 1.520647 0.2168 -0.8448 0.0770 -0.292
C 4.338132 -1.153450 1.249740 0.3756 0.6288 0.5051 -0.091
O 0.175088 1.281022 2.452505 -1.0230 0.1157 -1.7728 -0.288
S -1.393070 1.064792 2.488230 -2.6179 1.4050 2.7762 0.583
O -1.978775 2.298870 2.936203 0.6926 1.3606 -0.9445 -0.279
O -1.703587 0.066254 3.448129 0.5773 -1.8345 -0.4492 -0.278
C -2.131200 0.737127 0.881348 1.6579 -0.6931 -0.6302 -0.181
C -1.067187 -0.022660 0.010232 -1.4150 -0.2131 0.0694 -0.611
Cl -0.942038 -1.626452 0.904115 0.5752 0.2145 -0.1171 0.814
C -1.744484 -0.320257 -1.341086 -0.8873 0.5721 -0.1823 -0.196
C -3.014012 -1.218790 -1.294825 0.8558 -1.3902 -0.6826 -0.223
C -2.631447 -2.625519 -1.836816 0.1353 -0.2581 0.5637 -0.115
H 3.745201 -3.333424 -0.471911 -0.0440 0.1565 -0.0820 0.057
H 2.253172 -3.806411 -1.288974 0.1938 0.0477 0.0302 0.069
H 3.739493 -3.777944 -2.197224 0.1320 0.1662 0.2332 0.072
H 3.600734 -1.057838 -1.586417 -0.0276 -0.2138 0.1632 0.093
H 2.730045 -1.787777 -2.917942 0.2487 0.0350 0.1495 0.097
H 0.727217 -1.809634 -1.985422 -0.1986 0.0268 0.4387 0.109
H 1.313300 -2.050744 -0.344504 -0.1954 0.5367 0.1606 0.058
H 2.279132 0.521944 -0.856878 -0.1350 -0.2079 0.1385 0.118
H 1.460728 -0.073741 -3.346248 -0.0053 -0.1113 0.3111 0.085
H 1.595980 1.553984 -2.727959 -0.1542 -0.1661 -0.2355 0.073
H 0.021800 0.807983 -2.838170 0.1508 -0.1968 0.0439 0.071
H -0.620523 2.233130 -1.435458 0.2721 0.0114 -0.0509 0.123
H 1.077721 2.587581 -0.943621 -0.1238 -0.3333 -0.1531 0.130
H -0.166801 3.822735 2.094286 0.1890 0.4655 -0.1126 0.119
H 1.672247 1.773849 1.182574 -0.3550 0.0394 0.2334 0.140
H 1.703359 -1.232695 1.518686 0.0141 0.2056 -0.2413 0.039
H 3.611629 0.887134 0.751033 -0.1715 -0.2931 -0.1060 0.103
H 3.911786 0.539052 2.430893 -0.3295 0.3156 -0.1816 0.064
H 4.690295 -1.220538 0.221676 -0.2894 -0.2478 0.0204 0.053
H 3.821491 -2.055944 1.587922 -0.0120 0.0638 -0.3392 0.073
H 5.239524 -1.093754 1.872590 -0.1015 -0.0547 -0.1767 0.074
H -2.517009 1.625803 0.376811 0.4888 0.2410 0.4303 0.116
H -2.984008 0.095991 1.106262 0.2652 -0.0603 0.1527 0.104
H -1.084851 -0.756939 -2.088064 0.1826 0.0371 0.3696 0.084
H -2.060592 0.651464 -1.757875 0.2338 -0.1100 0.1548 0.124
H -3.796437 -0.862929 -1.970719 0.0584 0.3551 0.3608 0.105
H -3.406977 -1.398087 -0.291165 -0.1097 0.4491 -0.1155 0.088
H -2.037831 -3.181552 -1.100316 0.0189 0.2252 -0.1075 0.048
H -3.507427 -3.237805 -2.044774 0.0461 0.2109 -0.0862 0.049
H -2.019714 -2.567322 -2.745528 -0.2654 0.0849 0.0122 0.075
C -6.995021 -4.020705 -4.553110 -0.1687 0.1369 0.0019 -0.172
C -5.969187 -3.770161 -5.648566 0.1197 -0.1754 -0.0657 -0.172
C -5.096342 -2.696436 -5.018458 -0.0276 0.2066 0.0523 -0.199
O -5.121431 -2.922880 -3.604459 -0.3213 -0.0606 -0.2786 -0.176
C -6.151746 -3.871016 -3.297156 0.1465 -0.1210 0.0901 -0.200
H -7.484494 -4.991279 -4.622323 0.0287 0.0024 0.0159 0.113
H -7.766134 -3.246699 -4.581489 -0.0030 -0.0296 0.0161 0.115
H -5.382563 -4.675798 -5.822134 -0.0006 0.0259 -0.0205 0.115
H -6.404935 -3.460317 -6.597618 0.0056 0.0231 0.0234 0.112
H -5.497835 -1.695210 -5.208719 0.0170 -0.0076 -0.0902 0.118
H -4.065087 -2.730057 -5.373847 0.0225 0.0136 0.0933 0.117
H -5.671408 -4.817697 -3.026608 -0.0769 -0.0337 0.0235 0.120
H -6.728417 -3.517728 -2.441431 0.0755 0.0558 0.0148 0.119
C -3.347775 5.042617 4.255370 0.2115 0.1538 -0.1030 -0.177
C -3.766407 4.009092 5.285486 -0.1494 -0.1699 -0.0027 -0.180
C -4.473139 4.870230 6.320548 0.0785 0.1401 0.0734 -0.215
O -5.049207 5.974909 5.613215 0.1158 -0.1102 -0.0534 -0.142
C -4.522632 6.006559 4.280628 -0.1881 -0.0763 0.0065 -0.204
H -3.161774 4.624307 3.267475 -0.0050 -0.0305 0.0308 0.098
H -2.438807 5.552188 4.587921 -0.0091 0.0036 -0.0176 0.117
H -4.471207 3.303871 4.838291 0.0421 -0.0251 0.0160 0.120
H -2.935340 3.440270 5.700405 0.0016 0.0011 -0.0397 0.103
H -3.763400 5.269438 7.054431 -0.0020 -0.0731 0.0493 0.113
H -5.256276 4.327142 6.852439 -0.0527 0.1033 0.0072 0.114
H -5.314853 5.683918 3.595915 0.0548 0.0208 -0.0741 0.116
H -4.237729 7.028249 4.024136 -0.0627 0.0283 0.0823 0.114
C -3.220771 2.229330 8.819017 0.0168 0.1637 -0.1205 -0.175
C -2.794520 0.905055 8.201812 -0.1159 -0.1630 0.0398 -0.167
C -1.322065 0.848479 8.575761 0.1589 0.1315 -0.0598 -0.201
O -1.187402 1.547045 9.820033 -0.1505 0.0077 -0.1032 -0.142
C -2.397475 2.258475 10.096939 0.0076 -0.1528 0.1523 -0.206
H -4.292450 2.304264 9.002242 0.0172 -0.0021 0.0155 0.114
H -2.927390 3.054460 8.164896 -0.0227 0.0079 0.0302 0.095
H -3.334572 0.082463 8.678023 0.0152 -0.0003 -0.0251 0.114
H -2.962595 0.844721 7.126827 0.0404 0.0146 0.0072 0.111
H -0.703182 1.359435 7.830736 -0.0228 -0.0682 -0.0688 0.117
H -0.955151 -0.172313 8.689764 0.0431 0.0374 0.0715 0.116
H -2.914981 1.742923 10.913700 -0.0689 0.0728 0.0057 0.116
H -2.158732 3.271942 10.422930 0.0828 -0.0344 0.0145 0.116
C 2.378344 6.136198 -3.763203 0.2119 0.1621 0.0069 -0.166
C 1.354101 5.969297 -4.874318 -0.2272 -0.0388 0.0582 -0.168
C 1.675097 4.573563 -5.387773 0.1471 -0.0333 -0.1048 -0.202
O 2.177367 3.830934 -4.268985 -0.0342 0.1349 0.0384 -0.154
C 2.447437 4.732496 -3.189029 -0.1340 -0.1483 0.0829 -0.207
H 2.102414 6.884793 -3.020990 -0.0613 -0.0148 -0.0294 0.103
H 3.346033 6.415309 -4.188676 -0.0008 -0.0178 0.0304 0.116
H 0.345350 5.991546 -4.454618 0.0117 0.0338 -0.0232 0.115
H 1.416484 6.732372 -5.648765 0.0179 -0.0198 0.0054 0.114
H 2.456008 4.599988 -6.155072 -0.0486 0.0347 -0.0492 0.116
H 0.801717 4.065639 -5.799471 0.0382 -0.0828 0.0500 0.115
H 1.678272 4.581654 -2.421189 0.0325 0.0824 0.0629 0.107
H 3.421760 4.500647 -2.755245 -0.0118 -0.0868 -0.0408 0.118
C 2.950210 -7.290141 -0.731618 0.1009 0.1583 -0.0188 -0.165
C 2.729397 -7.216564 0.772438 -0.0385 -0.1374 0.0764 -0.167
C 1.275700 -6.774639 0.852434 -0.0812 0.1582 -0.0595 -0.207
O 0.621134 -7.307487 -0.303732 0.1674 0.0130 0.0183 -0.143
C 1.606153 -7.801721 -1.220214 -0.0819 -0.1640 0.0906 -0.199
H 3.778689 -7.929677 -1.024011 -0.0294 0.0318 -0.0628 0.089
H 3.136233 -6.288220 -1.128630 0.0133 -0.0260 -0.0157 0.100
H 2.844016 -8.210342 1.213600 -0.0004 0.0283 0.0233 0.113
H 3.409441 -6.536746 1.285352 -0.0275 0.0139 -0.0125 0.111
H 1.189672 -5.682244 0.818021 0.0427 0.0125 0.0898 0.110
H 0.774188 -7.133161 1.752518 -0.0796 -0.0053 -0.0596 0.115
H 1.567937 -8.896523 -1.200803 0.0573 -0.0063 -0.0758 0.117
H 1.367077 -7.464558 -2.229883 -0.0864 0.0147 0.0353 0.116
C 0.118990 10.542317 -0.567958 -0.1280 0.1605 -0.0638 -0.174
C -0.592262 9.316804 -0.013092 0.1253 -0.1168 0.1420 -0.172
C -0.892381 8.531048 -1.279084 -0.1399 -0.0048 -0.1660 -0.200
O 0.154813 8.834979 -2.210553 -0.0067 0.0801 0.1763 -0.156
C 0.913059 9.946567 -1.719444 0.1609 -0.1416 -0.0158 -0.209
H 0.746809 11.053998 0.160506 0.0117 -0.0237 -0.0167 0.112
H -0.614409 11.257607 -0.948810 0.0326 0.0071 0.0059 0.114
H 0.088502 8.750125 0.627164 -0.0366 -0.0065 0.0027 0.115
H -1.486179 9.549898 0.563792 -0.0027 -0.0059 -0.0318 0.113
H -1.842887 8.842663 -1.724712 -0.0412 -0.0327 0.0644 0.117
H -0.926197 7.454066 -1.107718 0.0413 -0.0022 -0.0746 0.114
H 1.884169 9.570723 -1.378238 0.0325 0.0906 0.0188 0.115
H 1.081452 10.658247 -2.528823 -0.0187 -0.0734 -0.0549 0.116
C 6.867344 -9.654902 -4.116422 0.1890 0.1086 0.0341 -0.173
C 6.529416 -10.738981 -3.103574 -0.1353 -0.1609 -0.0729 -0.173
C 5.877495 -9.933569 -1.990968 0.0756 0.1366 0.1433 -0.204
O 5.240887 -8.811429 -2.614602 0.1958 -0.1759 -0.1355 -0.164
C 5.680291 -8.715443 -3.974574 -0.2090 -0.0209 -0.0625 -0.200
H 6.995458 -10.026331 -5.132382 -0.0290 0.0069 0.0111 0.112
H 7.787294 -9.143957 -3.821194 -0.0133 0.0008 -0.0309 0.114
H 5.806831 -11.436975 -3.533825 0.0184 -0.0065 0.0276 0.115
H 7.392984 -11.309758 -2.764589 -0.0072 0.0292 0.0156 0.113
H 6.623868 -9.551584 -1.286353 0.0192 -0.0832 0.0269 0.119
H 5.136667 -10.508880 -1.433443 -0.0498 0.0786 -0.0044 0.118
H 4.851340 -9.022931 -4.620987 0.0474 0.0224 -0.0718 0.118
H 5.932775 -7.679302 -4.203498 -0.0531 0.0199 0.0806 0.117
```
Positions in Å, forces in eV/Å.

- orbital gap (eV) = 9.52
- net charge = 0
- strongest force on any atom (eV Å⁻¹) = 4.07
- LUMO level (eV) = 0.47
- SMILES string = CCC[C@@H](C)[C@]1(CC(=O)O)[C@H]([C@H](Br)CC)OS(=O)(=O)C[C@@]1(Cl)CCC.C1CCOC1.C1CCOC1.C1CCOC1.C1CCOC1.C1CCOC1.C1CCOC1.C1CCOC1
- E_tot (Ha) = -6101.3195
- HOMO level (eV) = -9.1
- multiplicity = 1

Computed, not measured: a 2-piece molecular cluster, C2H3ClN2O overall at a distorted geometry, with ωB97M-V/def2-TZVPD.

Structure (XYZ):
```
9
Properties=species:S:1:pos:R:3:forces:R:3:lowdin_charge:R:1
C -0.614258 -1.925917 1.527475 -0.2421 -2.5983 -1.9134 -0.020
N -0.280419 -1.017600 0.718552 1.9527 -2.2976 -0.2321 -0.035
N -0.802583 0.160961 0.897838 -0.8609 1.9428 -1.0396 0.021
C -1.378330 0.653823 1.821087 -1.6776 2.9345 3.3615 -0.292
O -1.860578 1.335420 2.663053 0.7579 -1.4432 -1.6478 0.170
H -0.301284 -2.933715 1.243084 0.7100 0.3090 0.3195 0.074
H -1.500906 -2.000119 2.105321 -0.6982 1.0149 1.2559 0.072
Cl -0.765377 2.783584 -1.024465 -0.2922 -0.4022 -0.0060 0.266
H -1.282394 1.611057 -0.796364 0.3504 0.5401 -0.0980 -0.257
```
Positions in Å, forces in eV/Å.

- orbital gap (eV) = 10.51
- net charge = 0
- strongest force on any atom (eV Å⁻¹) = 4.77
- LUMO level (eV) = 0.06
- SMILES string = C=NN=C=O.Cl
- energy above the lowest of the compared OMol25 structures with the same formula, charge and spin (kcal per mole) = 52.28
- E_tot (Ha) = -722.8703
- HOMO level (eV) = -10.4
- multiplicity = 1